The following is a quantum chemistry calculation of a 8-piece molecular cluster, C44H100N8 overall in a non-equilibrium geometry, from the Open Molecules 2025 dataset.

Output
ΔE to the lowest compared entry with this formula, charge and spin	94.7	kcal per mole
strongest force on any atom	0.071	Eh/bohr
total energy	-2174.28301	hartree
SMILES	c1cc[nH]c1.c1cc[nH]c1.CCN(CC)CC.CCN(CC)CC.CCN(CC)CC.CCN(CC)CC.CCN(CC)CC.CCN(CC)CC
LUMO level	0.3	eV

The geometry in XYZ format:
```
152
Properties=species:S:1:pos:R:3:forces:R:3:lowdin_charge:R:1
N 8.458461 -1.768677 6.225664 1.6 0.5 -0.3 0.006
C 8.906621 -0.795037 5.332844 -1.6 -0.2 0.1 -0.102
C 7.802241 0.049553 5.139924 3.2 0.1 -1.7 -0.125
C 6.776521 -0.403527 5.918814 -2.0 1.5 0.0 -0.153
C 7.212971 -1.451837 6.618474 -1.3 -2.0 0.9 -0.178
H 9.021461 -2.527827 6.581774 -0.2 0.3 0.0 0.147
H 9.845291 -0.881487 4.805744 0.0 0.1 0.3 0.098
H 7.835111 0.849663 4.415264 -0.2 0.1 0.2 0.092
H 5.776281 0.003783 5.914664 0.1 -0.1 0.3 0.102
H 6.566231 -2.072447 7.220954 0.5 -0.2 0.3 0.113
N 0.508731 -0.426677 0.219884 -0.8 -0.1 0.1 -0.001
C 1.817641 -0.108567 0.286644 1.0 0.4 -1.0 -0.165
C 2.142041 0.298733 1.555404 0.9 -1.2 -0.9 -0.125
C 1.004591 0.081823 2.308064 -2.5 0.2 1.0 -0.129
C -0.053769 -0.295497 1.463874 1.4 0.0 0.6 -0.117
H 0.000401 -0.748267 -0.591456 0.3 0.1 0.1 0.147
H 2.480361 -0.219527 -0.558866 -0.2 0.1 -0.1 0.106
H 3.171561 0.412073 1.861404 -0.2 0.4 0.2 0.096
H 0.911211 0.215623 3.375664 -0.1 0.1 0.0 0.087
H -1.086919 -0.560317 1.633764 0.2 0.1 0.1 0.101
C -5.483789 2.483503 4.738584 0.2 0.1 0.0 -0.094
C -5.176689 3.155873 6.090374 -0.3 -1.6 -0.5 -0.230
N -4.832189 2.172653 7.139004 1.6 0.1 0.1 -0.191
C -5.781739 1.078643 7.247804 -1.0 1.1 1.0 -0.257
C -7.175679 1.655083 7.735414 0.7 -0.8 -1.1 -0.068
C -3.456039 1.619613 6.986384 -0.4 0.6 0.3 -0.257
C -2.355769 2.649083 6.933754 0.8 1.1 0.2 -0.109
H -6.406569 1.906533 4.677874 -0.3 0.4 0.1 0.065
H -4.715989 1.748113 4.498204 0.3 0.2 -0.1 0.064
H -5.440219 3.283223 3.999214 -0.3 -0.3 -0.3 0.072
H -4.327939 3.793283 5.842494 -0.2 0.2 0.8 0.094
H -6.055609 3.710243 6.419434 0.3 0.3 0.0 0.100
H -5.762919 0.476923 6.339134 -0.8 0.0 -0.4 0.099
H -5.469779 0.359763 8.005424 0.3 0.3 0.3 0.105
H -7.579469 2.399453 7.049144 0.1 -0.1 -0.2 0.050
H -7.896889 0.838303 7.764334 -0.1 0.0 0.2 0.063
H -7.103089 2.149083 8.704334 0.3 -0.3 0.0 0.072
H -3.331169 1.004643 6.095134 -0.3 -0.4 -0.2 0.102
H -3.269789 0.994753 7.859854 -0.1 -0.2 0.0 0.112
H -2.357989 3.308893 6.066144 -0.2 -0.2 -0.3 0.061
H -1.350809 2.227083 6.942394 -0.1 -0.6 -0.1 0.071
H -2.312239 3.340253 7.775474 -0.5 -0.1 0.3 0.077
C 7.675791 -5.698117 -6.098686 -0.4 0.0 0.1 -0.079
C 6.167051 -5.509847 -6.418386 1.2 0.1 -1.1 -0.254
N 5.545631 -4.427867 -5.687766 0.0 -0.1 1.1 -0.196
C 5.641951 -4.642057 -4.243846 -1.3 0.6 0.0 -0.274
C 4.841211 -5.866187 -3.783936 0.8 0.3 -0.1 -0.078
C 6.013731 -3.086227 -6.086796 0.1 -1.2 -0.6 -0.269
C 5.171901 -1.984767 -5.512376 0.2 0.1 0.6 -0.097
H 7.788011 -5.911347 -5.035656 0.2 0.4 0.1 0.059
H 8.175031 -4.781037 -6.411456 0.3 -0.1 0.4 0.063
H 8.205721 -6.533947 -6.555476 -0.5 0.0 -0.5 0.067
H 6.074931 -5.163827 -7.447896 0.1 -0.5 -0.4 0.104
H 5.662061 -6.472847 -6.342796 -0.4 0.3 0.3 0.103
H 5.139541 -3.789937 -3.786066 0.0 0.1 0.1 0.095
H 6.663721 -4.592667 -3.867486 0.3 -0.3 0.1 0.107
H 5.262541 -6.789777 -4.180876 -0.1 -0.1 0.1 0.060
H 3.812441 -5.762637 -4.128916 0.0 -0.1 0.1 0.079
H 4.885271 -5.913427 -2.695856 -0.2 -0.1 0.0 0.071
H 7.075251 -2.944587 -5.883786 0.3 0.2 0.4 0.106
H 5.962501 -3.088277 -7.175586 -0.2 0.2 -0.2 0.112
H 5.371311 -1.046987 -6.030946 -0.4 -0.1 -0.2 0.075
H 4.130971 -2.308107 -5.514276 -0.1 0.4 -0.3 0.083
H 5.433111 -1.796127 -4.471086 0.0 0.0 0.1 0.064
C -7.049619 -6.574397 7.054414 0.0 -0.7 -0.7 -0.101
C -5.929999 -5.603127 7.319854 -0.5 0.2 0.9 -0.294
N -4.633559 -6.243667 7.451204 1.0 -1.9 0.4 -0.168
C -4.473069 -7.023307 8.788654 -0.5 0.3 -1.9 -0.202
C -3.392359 -8.104957 8.774844 0.8 0.9 -0.5 -0.100
C -3.481309 -5.378807 7.187454 0.2 0.8 0.5 -0.278
C -3.304579 -4.946917 5.744244 -1.5 0.2 -0.6 -0.096
H -7.153699 -7.355037 7.807974 0.0 0.0 0.0 0.060
H -6.813389 -7.037567 6.096414 -0.2 -0.4 0.0 0.075
H -8.018069 -6.089987 6.929664 0.1 0.2 0.2 0.072
H -6.023879 -4.859237 6.528694 0.8 0.0 -0.1 0.108
H -6.188459 -5.074447 8.237344 0.1 0.5 0.4 0.108
H -4.319919 -6.284057 9.574894 0.1 0.0 0.3 0.108
H -5.384929 -7.584887 8.991694 -0.4 0.6 -0.1 0.092
H -2.420769 -7.620677 8.676984 0.2 -0.1 0.2 0.053
H -3.387269 -8.695007 9.691314 -0.1 0.1 0.0 0.071
H -3.431149 -8.777857 7.918224 -0.5 0.0 0.0 0.075
H -2.511729 -5.810327 7.436084 -0.4 -0.6 0.5 0.102
H -3.598659 -4.507027 7.831124 0.3 0.6 0.2 0.109
H -4.166859 -4.360207 5.427474 -0.4 -0.3 -0.1 0.053
H -3.289629 -5.861427 5.151334 0.3 0.2 -0.3 0.078
H -2.523349 -4.235737 5.475904 0.7 -0.5 0.6 0.073
C -2.137729 -1.599067 -4.776786 0.2 -0.5 0.4 -0.082
C -2.371629 -2.939677 -4.037696 -1.2 1.0 0.5 -0.231
N -3.181129 -2.794777 -2.776536 2.7 0.9 0.3 -0.207
C -2.904009 -3.963307 -1.931026 -1.7 0.2 0.5 -0.253
C -3.496919 -5.251727 -2.507676 0.3 -0.4 -0.3 -0.089
C -4.554669 -2.414257 -2.990656 -0.7 -0.3 0.3 -0.260
C -5.361169 -2.030667 -1.708126 1.3 -0.7 -0.1 -0.068
H -3.066639 -1.107467 -5.065866 0.1 0.0 0.0 0.058
H -1.493009 -1.691827 -5.650756 -0.3 -0.5 -0.3 0.066
H -1.537609 -0.949987 -4.139096 -0.4 0.2 0.3 0.066
H -2.940579 -3.673507 -4.608576 0.3 0.0 -0.9 0.095
H -1.388799 -3.348127 -3.802496 -0.2 -0.2 0.2 0.111
H -1.841639 -4.022467 -1.694416 0.1 -0.1 -0.6 0.110
H -3.344139 -3.817717 -0.944516 -0.2 0.3 0.1 0.094
H -3.110559 -5.368667 -3.520176 0.2 -0.5 0.1 0.058
H -3.288429 -6.127597 -1.893286 0.4 0.0 -0.1 0.072
H -4.579769 -5.295287 -2.624506 -0.1 0.6 0.2 0.068
H -4.981639 -3.235637 -3.566096 -1.0 -0.2 0.0 0.101
H -4.636029 -1.541947 -3.639156 0.4 0.0 -0.1 0.100
H -6.425609 -1.877477 -1.885916 0.2 0.2 -0.2 0.070
H -4.865159 -1.171057 -1.257406 -0.3 0.4 -0.3 0.070
H -5.252719 -2.759467 -0.904886 -0.2 -0.5 -0.2 0.052
C -5.246629 5.255493 -5.792616 -0.8 0.0 0.7 -0.094
C -4.390869 6.247463 -5.027396 -0.2 -0.8 -0.2 -0.286
N -3.006559 6.000343 -5.268216 1.7 1.4 -0.6 -0.214
C -2.162909 7.105353 -4.753966 0.7 -0.6 -1.8 -0.237
C -0.699499 6.926093 -5.268266 -0.2 0.5 1.2 -0.090
C -2.490119 4.657383 -4.995136 -0.3 0.0 0.8 -0.232
C -2.490679 4.271393 -3.480856 0.1 0.5 -0.4 -0.069
H -5.073869 5.284703 -6.868446 0.3 -0.1 0.1 0.083
H -6.289469 5.531623 -5.636606 -0.2 -0.1 0.0 0.070
H -5.126339 4.251943 -5.384546 0.0 -0.1 -0.3 0.061
H -4.720999 7.226913 -5.373506 0.6 0.3 0.1 0.116
H -4.514919 6.197953 -3.945606 -0.9 0.0 0.4 0.112
H -2.491959 8.068443 -5.144206 -0.5 -0.2 -0.5 0.103
H -2.243349 7.290883 -3.682896 0.4 -0.5 0.5 0.101
H -0.561849 6.631243 -6.308566 -0.6 -0.1 0.0 0.076
H -0.188359 7.884263 -5.174706 0.1 0.0 0.2 0.063
H -0.172909 6.216683 -4.629876 0.2 0.0 -0.1 0.059
H -1.470119 4.572023 -5.369846 -0.1 0.2 0.0 0.094
H -3.077499 3.960333 -5.592816 0.0 -0.1 0.1 0.096
H -1.731769 3.540963 -3.200466 -0.1 -0.3 -0.3 0.065
H -3.465069 3.949353 -3.113476 0.0 -0.1 -0.1 0.063
H -2.205879 5.161023 -2.919126 -0.1 0.1 0.1 0.058
C 5.544771 8.845213 -4.225146 0.9 -0.2 -0.7 -0.084
C 6.594381 7.668273 -4.206906 -1.6 1.0 1.4 -0.244
N 5.900081 6.399583 -4.060946 -0.4 -1.1 -1.0 -0.182
C 6.728531 5.232933 -4.479826 -0.1 1.4 1.6 -0.245
C 7.105891 5.233993 -5.929626 -0.3 -0.4 -1.1 -0.099
C 5.082901 6.277923 -2.831696 0.0 3.1 -1.0 -0.296
C 4.422651 5.017313 -2.504746 0.8 -1.5 0.5 -0.111
H 4.906321 8.706473 -5.097636 -0.1 0.2 0.0 0.071
H 6.060231 9.802783 -4.298946 0.2 0.0 -0.3 0.061
H 4.916681 8.983173 -3.345056 0.1 -0.6 0.1 0.056
H 7.269131 7.707783 -5.062036 -0.5 -0.1 -0.2 0.097
H 7.228081 7.872713 -3.343926 0.4 -0.1 0.5 0.102
H 6.219021 4.318393 -4.176316 0.0 0.0 -0.2 0.102
H 7.622701 5.336633 -3.865166 0.6 -0.6 0.1 0.110
H 7.523501 6.167363 -6.307146 0.0 0.0 0.2 0.060
H 6.253211 4.993613 -6.564646 -0.3 0.2 0.0 0.075
H 7.825301 4.452643 -6.174636 0.2 0.0 0.3 0.073
H 5.550031 6.743173 -1.963696 0.9 -0.4 0.5 0.115
H 4.271121 7.000193 -2.917926 -0.2 0.2 -0.6 0.094
H 3.688541 5.177803 -1.715166 -0.2 0.0 -0.3 0.084
H 4.018161 4.547613 -3.401336 -0.2 -0.1 0.2 0.086
H 5.191911 4.396923 -2.044916 -0.2 -0.8 -0.2 0.074
```
Forces are in eV/Å.